No. 1
The following is a quantum chemistry calculation of 7 unconnected molecules or ions with the total composition C33H77FIN2O10S in a non-equilibrium geometry, from the OMol25 dataset.

```
125
Properties=species:S:1:pos:R:3
C 3.6771 -0.3820 2.1225
C 4.3778 -1.8228 1.7382
C 5.8615 -1.5475 1.0794
C 5.6672 -1.2774 -0.5444
C 6.8664 -0.3855 -1.2201
C 6.2690 0.7204 -2.3156
C 6.0777 0.0023 -3.8000
C 4.4664 -0.1838 -4.1720
C 4.0466 -1.7942 -4.3271
C 2.4381 -2.0229 -3.9358
C 2.2589 -1.8759 -2.3130
C 1.5515 -0.4602 -1.8310
C 0.0763 -0.8547 -1.2347
C -1.0120 0.3715 -1.2000
C -2.2580 -0.3378 -0.3400
N -3.0865 0.5325 0.5782
N -2.9207 -1.1653 -1.4183
O -3.5387 -2.2631 -0.9482
C -2.9243 -3.5071 -1.4385
C -2.8628 -4.6878 -0.2585
C -1.9749 -6.0082 -0.7396
C -0.4428 -5.6413 -1.1961
C -2.8068 -0.6650 -2.7115
I -3.6541 -1.5293 -4.5350
C -1.9050 0.7239 -2.5291
O -3.0026 1.7103 -2.2553
S -1.1003 1.4866 -4.0390
O -0.6372 2.9255 -3.6716
O -0.0159 0.6160 -4.7178
F -2.3541 1.6995 -5.2402
H 4.0920 -0.0039 3.1594
H 3.8594 0.3974 1.2682
H 2.5105 -0.5871 2.2414
H 4.5504 -2.4178 2.7503
H 3.6564 -2.4328 1.0342
H 6.5272 -2.5085 1.1904
H 6.3651 -0.5721 1.5258
H 4.6168 -0.7313 -0.6612
H 5.5449 -2.3426 -1.0426
H 7.4479 0.1893 -0.3737
H 7.5848 -1.1478 -1.7704
H 5.2287 1.1139 -1.9286
H 7.0946 1.5787 -2.3735
H 6.6665 0.5836 -4.6597
H 6.6211 -1.0558 -3.7236
H 3.7786 0.3653 -3.3787
H 4.3153 0.3957 -5.1956
H 4.1354 -2.0485 -5.4731
H 4.6701 -2.4934 -3.6248
H 1.8516 -1.1976 -4.5226
H 2.0481 -3.0698 -4.3536
H 1.5716 -2.7875 -1.9663
H 3.3029 -2.0480 -1.8138
H 1.5535 0.3803 -2.6452
H 2.2267 -0.0524 -0.9357
H 0.2526 -1.1851 -0.1029
H -0.3733 -1.8138 -1.7712
H -0.6732 1.4280 -0.7635
H -1.8746 -1.1859 0.4052
H -2.5076 1.1459 1.1939
H -3.7086 -0.1087 1.1249
H -3.6573 -3.9544 -2.2659
H -1.8896 -3.3686 -1.9742
H -3.9782 -5.0705 -0.0883
H -2.5123 -4.2629 0.7846
H -2.4883 -6.5713 -1.6588
H -1.9268 -6.8327 0.1215
H -0.2583 -4.5136 -0.8678
H 0.3860 -6.3404 -0.7442
H -0.4284 -5.6538 -2.3777
H -2.7587 2.2333 -1.4139
C -4.6402 4.8393 -0.3794
C -4.8391 4.5903 1.1014
O -5.4824 3.3403 1.3010
H -5.6019 4.8348 -0.9028
H -4.1492 5.8014 -0.5506
H -4.0305 4.0476 -0.8268
H -5.4670 5.3715 1.5401
H -3.8808 4.5805 1.6299
H -4.9129 2.6526 0.9155
C 7.9245 5.2862 -0.7338
C 8.6867 3.9849 -0.5925
O 8.2287 3.0473 -1.5555
H 6.8505 5.1194 -0.6006
H 8.2626 6.0185 0.0046
H 8.0594 5.7073 -1.7355
H 8.5315 3.5564 0.4021
H 9.7602 4.1412 -0.7373
H 8.3787 3.4339 -2.4354
C -6.0517 -0.2600 4.4772
C -4.5650 -0.0282 4.6504
O -4.0141 0.5025 3.4541
H -6.2394 -0.9518 3.6494
H -6.4909 -0.6733 5.3894
H -6.5638 0.6762 4.2320
H -4.0541 -0.9696 4.8734
H -4.3697 0.6726 5.4680
H -4.4686 1.3423 3.2694
C -1.4051 -4.7456 -5.6396
C -2.2350 -6.0072 -5.5214
O -2.5551 -6.2515 -4.1598
H -0.4823 -4.8361 -5.0570
H -1.1460 -4.5455 -6.6830
H -1.9505 -3.8844 -5.2402
H -1.6779 -6.8689 -5.9011
H -3.1655 -5.9196 -6.0907
H -3.0568 -5.4844 -3.8344
C -3.6815 7.7203 3.4876
C -3.1475 6.7617 4.5316
O -1.7328 6.8611 4.6031
H -3.2490 7.5002 2.5060
H -4.7707 7.6528 3.4169
H -3.4073 8.7517 3.7323
H -3.4047 5.7305 4.2718
H -3.5655 6.9835 5.5184
H -1.5152 7.7783 4.8426
C -3.8074 -0.3881 9.6834
C -4.3719 -0.0033 8.3315
O -5.7220 -0.4311 8.2299
H -3.8599 -1.4723 9.8277
H -2.7655 -0.0693 9.7761
H -4.3893 0.0690 10.4904
H -3.8014 -0.4797 7.5287
H -4.3349 1.0806 8.1849
H -6.2218 0.0041 8.9419
```

Computed properties:
* frontier orbital gap: 6.54 eV
* LUMO: -5.01 eV
* total energy: -2960.369866 a.u.
* charge: +1

No. 2
The following is a quantum chemistry calculation of 11 unconnected molecules or ions with the total composition C33H77N11O11 in a non-equilibrium geometry, from the OMol25 dataset.

```
132
Properties=species:S:1:pos:R:3
C -1.9737 -0.7536 -1.2966
C -0.7390 -0.8558 -0.4494
O 0.2625 -1.4394 -0.8738
N -0.7682 -0.2693 0.7630
C 0.3743 -0.1265 1.6457
H -1.8707 -1.3876 -2.1807
H -2.1779 0.2340 -1.7120
H -2.8574 -1.1847 -0.8177
H -1.5339 0.3494 1.0010
H 0.0974 0.0533 2.6816
H 0.8255 0.8317 1.3535
H 1.1166 -0.8888 1.4285
C -0.9114 -4.6803 0.8573
C -0.8858 -5.2204 -0.5705
O -1.0004 -6.4020 -0.8412
N -0.6771 -4.2660 -1.5159
C -0.5297 -4.5531 -2.9191
H -1.8395 -4.1190 0.9707
H 0.0138 -4.1467 1.0558
H -1.0553 -5.5515 1.4941
H -0.4251 -3.3445 -1.1864
H 0.3490 -4.0357 -3.3105
H -1.3777 -4.1719 -3.4960
H -0.4065 -5.6261 -3.0429
C 5.2514 0.4164 4.0437
C 4.8430 0.4586 5.4869
O 5.6853 0.4779 6.3684
N 3.5137 0.4548 5.7833
C 2.3858 0.2277 4.8813
H 4.5272 0.7589 3.3013
H 5.4232 -0.6217 3.7331
H 6.2158 0.8879 3.8746
H 3.3341 0.5992 6.7641
H 2.2249 1.1671 4.3461
H 1.4886 -0.1610 5.3512
H 2.7453 -0.4826 4.1346
C -4.5861 1.0101 4.2019
C -3.4881 0.2858 3.4317
O -2.7322 0.8838 2.6694
N -3.4796 -1.0515 3.5533
C -2.6489 -1.9456 2.7494
H -4.1378 1.3630 5.1337
H -5.3969 0.3551 4.5224
H -4.9774 1.8011 3.5709
H -4.2241 -1.4919 4.0637
H -2.6534 -2.9454 3.1702
H -1.6288 -1.5711 2.7961
H -2.9809 -1.8786 1.7145
C -1.3201 -2.7220 -7.3649
C -2.4976 -2.2076 -6.5960
O -3.1644 -1.2477 -6.9711
N -2.7811 -2.8193 -5.4137
C -3.7883 -2.5445 -4.4194
H -1.1629 -2.1744 -8.2851
H -1.4763 -3.7819 -7.5872
H -0.4386 -2.7114 -6.7214
H -2.2018 -3.6176 -5.2013
H -3.4298 -2.8858 -3.4520
H -4.7551 -2.9939 -4.6605
H -3.9872 -1.4717 -4.4011
C 6.7158 -4.0087 -0.0975
C 5.3464 -3.6269 0.4341
O 4.9212 -4.1927 1.4365
N 4.6798 -2.6704 -0.2282
C 3.2521 -2.4058 -0.0648
H 6.5772 -4.9511 -0.6270
H 7.4342 -4.1152 0.7081
H 7.0746 -3.2564 -0.8047
H 5.1333 -2.1528 -0.9576
H 3.0282 -1.5359 -0.6787
H 2.9727 -2.2188 0.9682
H 2.6893 -3.2387 -0.4867
C 1.8412 1.9416 -1.4499
C 0.3689 2.2896 -1.2980
O -0.4304 2.0534 -2.1957
N 0.0164 2.8702 -0.1358
C -1.3682 3.0949 0.2199
H 2.1400 2.2156 -2.4600
H 2.0697 0.8887 -1.2788
H 2.4678 2.4563 -0.7170
H 0.7770 3.2116 0.4308
H -1.4170 2.8997 1.2919
H -2.0778 2.4385 -0.2759
H -1.7298 4.1087 0.0347
C 0.9042 2.2514 -5.5694
C 1.0666 0.7509 -5.5090
O 1.4196 0.1611 -6.5255
N 0.6558 0.1568 -4.3799
C 0.4672 -1.2920 -4.2362
H 0.4500 2.6609 -4.6596
H 0.2614 2.5479 -6.3947
H 1.8433 2.8038 -5.6308
H 0.3464 0.7303 -3.6058
H 1.0143 -1.8349 -5.0050
H -0.5899 -1.4118 -4.5006
H 0.7987 -1.5626 -3.2387
C -1.1944 0.7528 9.0473
C -1.4462 1.2642 7.6316
O -2.6002 1.2795 7.2158
N -0.3939 1.6683 6.9032
C -0.4749 2.1815 5.5699
H -0.1601 0.9769 9.3235
H -1.3790 -0.3161 9.0950
H -1.8418 1.3082 9.7195
H 0.5167 1.4323 7.2576
H 0.5097 2.5375 5.2595
H -1.0840 3.0823 5.4698
H -0.8036 1.4678 4.8111
C -2.7163 1.3030 -4.5499
C -2.8989 2.1439 -5.8024
O -2.8023 3.3706 -5.7420
N -3.3092 1.5212 -6.9213
C -3.4533 2.1927 -8.2050
H -1.9421 0.5524 -4.7022
H -3.6746 0.8715 -4.2621
H -2.4267 2.0445 -3.8092
H -3.3161 0.5006 -7.0008
H -4.4922 2.1741 -8.5407
H -2.8823 1.6055 -8.9266
H -3.1184 3.2240 -8.2218
C 3.4850 4.5564 3.9019
C 2.1812 4.2010 3.2345
O 2.0679 3.1106 2.6604
N 1.2010 5.0960 3.2910
C -0.1095 4.9863 2.6853
H 3.3571 5.2993 4.6910
H 4.3031 4.7866 3.2253
H 3.8010 3.6642 4.4491
H 1.4497 5.9974 3.6654
H -0.6550 5.9184 2.7726
H -0.6690 4.1234 3.0424
H 0.1410 4.7980 1.6378
```

Computed properties:
* frontier orbital gap: 8.60 eV
* LUMO: -0.01 eV
* energy relative to the best compared isomer or geometry (same formula, charge and spin): 69.3 kJ/mol
* total energy: -2733.739092 a.u.
* SMILES: CNC(C)=O.CNC(C)=O.CNC(C)=O.CNC(C)=O.CNC(C)=O.CNC(C)=O.CNC(C)=O.CNC(C)=O.CNC(C)=O.CNC(C)=O.CNC(C)=O